{
  "formula": "CHN4S2",
  "method": "wB97M-V/def2-TZVPD",
  "e_above_lowest_ev": 4.631,
  "e_tot_ha": -1053.96242,
  "total_charge": -1,
  "multiplicity": 1,
  "elements": ["C", "N", "N", "N", "N", "S", "S", "H"],
  "positions_angstrom": [[-2.0707, -0.3895, 0.3899], [0.1201, 0.1610, 1.1690], [-0.9250, -0.2632, 0.7367], [0.5949, 0.0436, -1.0075], [1.0571, 0.3382, 0.1666], [1.4904, 0.3664, -2.2742], [2.4815, 1.0261, 0.5610], [-2.7482, -1.2826, 0.2585]],
  "atomic_forces_ev_per_a": [[-0.65, -0.63, 0.08], [0.80, 0.00, 1.34], [-2.89, -0.67, -0.22], [-0.21, -0.16, 1.07], [-1.00, -0.37, -1.64], [0.83, 0.17, -1.53], [1.69, 0.74, 0.71], [1.44, 0.93, 0.20]]
}

***

{
  "formula": "CHN4S2",
  "method": "wB97M-V/def2-TZVPD",
  "e_above_lowest_ev": 1.931,
  "e_tot_ha": -1054.06164,
  "smiles": "[S-]n1cnn[n+]1[S-]",
  "total_charge": -1,
  "multiplicity": 1,
  "elements": ["S", "N", "C", "N", "N", "N", "S", "H"],
  "positions_angstrom": [[-1.4229, -1.4872, -1.1129], [-0.4359, -0.4643, -0.3258], [-0.6624, 0.3500, 1.0334], [0.3905, 1.0597, 1.1854], [1.2524, 0.8676, 0.2209], [0.7784, -0.0204, -0.6520], [1.6383, -0.5038, -1.9595], [-1.5383, 0.1984, 1.6106]],
  "atomic_forces_ev_per_a": [[-0.94, -1.09, -0.81], [0.52, 3.71, 5.00], [0.84, -2.68, -4.58], [-0.33, 0.22, 0.73], [0.92, 0.31, -0.33], [-1.24, 0.05, 1.04], [0.69, -0.49, -1.28], [-0.46, -0.04, 0.22]]
}